1.
Molecular formula: C27H41BNO13
Method: DFT, ωB97M-V/def2-TZVPD

```
83
C27H41BNO13 ωB97M-V/def2-TZVPD
C 2.98 -0.20 1.48
C 2.79 -1.81 1.19
B 1.28 -2.20 0.59
O 0.62 -3.36 1.26
C 0.60 -1.36 -0.69
N -0.53 -2.21 -1.31
C 0.00 0.07 -0.12
C -1.61 0.28 -0.36
C -2.57 -0.61 0.65
C -1.94 -1.13 2.07
C -2.85 -2.07 3.09
C -4.39 -2.43 2.60
C -5.04 -1.90 1.17
C -4.13 -0.97 0.16
H 3.98 -0.08 2.11
H 3.15 0.43 0.49
H 2.13 0.28 2.14
H 2.99 -2.36 2.22
H 3.56 -2.24 0.40
H 0.32 -3.13 2.19
H -1.11 -2.66 -0.57
H -0.01 -3.02 -1.76
H 0.28 0.30 0.99
H 0.54 0.92 -0.77
H -1.94 0.18 -1.51
H -1.84 1.42 -0.09
H -0.84 -0.89 2.43
H -2.36 -2.43 4.09
H -5.03 -3.09 3.33
H -6.13 -2.19 0.83
H -4.50 -0.55 -0.88
C -4.29 5.87 0.32
C -3.09 4.96 0.16
C -3.18 3.69 0.95
O -1.82 3.36 1.15
C -1.13 4.54 1.14
O 0.04 4.66 1.47
O -1.92 5.56 0.71
H -4.15 6.79 -0.25
H -5.21 5.37 -0.03
H -4.43 6.17 1.37
H -2.90 4.77 -0.90
H -3.70 2.90 0.40
H -3.66 3.81 1.93
C 3.03 3.10 5.45
C 2.13 1.88 5.42
C 1.87 1.29 6.78
O 1.59 -0.07 6.47
C 2.25 -0.34 5.30
O 2.39 -1.46 4.83
O 2.74 0.81 4.73
H 3.19 3.47 4.44
H 2.59 3.90 6.05
H 4.01 2.85 5.86
H 1.19 2.12 4.91
H 1.02 1.75 7.28
H 2.75 1.31 7.44
C 3.67 -2.19 -2.68
C 4.92 -2.49 -3.48
C 5.08 -3.94 -3.83
O 6.48 -4.07 -3.98
C 7.04 -3.11 -3.18
O 8.23 -3.05 -2.91
O 6.09 -2.24 -2.72
H 3.63 -1.13 -2.43
H 2.77 -2.46 -3.24
H 3.67 -2.73 -1.73
H 4.96 -1.86 -4.37
H 4.56 -4.20 -4.76
H 4.75 -4.62 -3.04
C -1.57 -1.67 -5.31
C -2.71 -0.78 -4.87
C -3.66 -0.41 -5.97
O -4.20 0.81 -5.51
C -3.25 1.38 -4.71
O -3.29 2.52 -4.29
O -2.24 0.49 -4.44
H -0.90 -1.88 -4.47
H -1.94 -2.61 -5.72
H -0.96 -1.17 -6.08
H -3.24 -1.24 -4.03
H -4.44 -1.16 -6.11
H -3.16 -0.23 -6.93
```

Properties
charge = -1
gap between HOMO and LUMO = 4.27 eV
DFT total energy = -57438.8184 eV
2S+1 = 1
largest force on an atom = 5.35 eV/A
LUMO level = 2.3 eV

2.
Molecular formula: C27H44N5O3S2
Method: DFT, ωB97M-V/def2-TZVPD

```
81
C27H44N5O3S2 ωB97M-V/def2-TZVPD
C -11.08 -14.40 19.71
C -10.35 -14.73 20.94
C -11.37 -14.77 22.10
O -9.71 -15.95 20.81
H -11.90 -13.75 20.00
H -11.66 -15.25 19.35
H -10.42 -13.86 19.02
H -9.61 -13.96 21.16
H -12.14 -15.41 21.66
H -11.78 -13.82 22.43
H -10.96 -15.22 23.01
C -11.94 -18.21 23.76
S -12.94 -18.71 25.28
O -14.31 -18.26 24.75
C -12.78 -20.48 24.83
H -10.90 -18.46 23.95
H -12.03 -17.12 23.72
H -12.31 -18.49 22.77
H -13.76 -20.94 24.99
H -12.08 -20.79 25.60
H -12.50 -20.75 23.81
C -10.48 -13.54 15.79
S -11.73 -14.93 15.86
O -12.09 -15.17 14.43
C -10.63 -16.27 16.51
H -10.94 -12.59 15.51
H -9.66 -13.84 15.14
H -9.99 -13.45 16.76
H -9.97 -16.66 15.73
H -11.23 -17.11 16.85
H -9.96 -15.92 17.29
N -8.58 -18.13 22.41
C -8.40 -19.52 22.39
C -7.68 -19.92 23.50
C -7.43 -18.80 24.27
C -8.00 -17.68 23.57
H -9.13 -17.55 21.78
H -8.88 -20.07 21.59
H -7.30 -20.93 23.65
H -6.92 -18.71 25.22
H -8.12 -16.64 23.83
N -11.89 -10.94 18.58
C -10.60 -10.41 18.37
C -10.66 -9.25 17.55
C -12.05 -9.08 17.23
C -12.65 -10.20 17.71
H -12.10 -11.76 19.13
H -9.81 -10.91 18.91
H -9.87 -8.60 17.22
H -12.54 -8.34 16.61
H -13.66 -10.44 17.42
N -9.81 -18.39 18.94
C -10.70 -19.36 18.60
C -10.01 -20.45 18.05
C -8.68 -20.11 18.04
C -8.56 -18.88 18.68
H -10.03 -17.48 19.31
H -11.76 -19.18 18.57
H -10.49 -21.28 17.56
H -7.91 -20.78 17.67
H -7.61 -18.36 18.67
N -9.42 -11.69 25.74
C -10.05 -11.71 26.98
C -11.06 -12.66 26.91
C -10.70 -13.52 25.77
C -9.80 -12.75 25.01
H -8.81 -10.99 25.34
H -9.92 -10.90 27.69
H -11.82 -12.79 27.67
H -11.33 -14.34 25.45
H -9.51 -12.86 23.98
N -6.63 -16.03 20.00
C -6.45 -14.91 19.23
C -5.11 -14.78 18.84
C -4.50 -15.88 19.35
C -5.48 -16.72 19.84
H -7.53 -16.26 20.38
H -7.32 -14.29 19.10
H -4.59 -14.07 18.22
H -3.49 -16.12 19.03
H -5.50 -17.74 20.20
```

Properties
charge = -1
gap between HOMO and LUMO = 7.71 eV
DFT total energy = -63972.0054 eV
2S+1 = 1
largest force on an atom = 5.31 eV/A
LUMO level = 2.5 eV

3.
Molecular formula: C2H6N3O
Method: DFT, ωB97M-V/def2-TZVPD

```
12
C2H6N3O ωB97M-V/def2-TZVPD
C -1.29 -0.54 0.45
C 0.34 0.22 -0.80
N -1.40 0.74 0.48
N -0.34 -0.94 -0.40
N 1.86 0.35 0.58
O -0.47 1.33 -0.35
H -1.88 -1.27 1.04
H 0.72 0.37 -1.87
H -2.20 0.95 0.99
H 0.05 -1.89 -0.60
H 2.34 -0.48 0.14
H 2.27 1.16 0.32
```

Properties
charge = +1
energy relative to the best compared isomer or geometry (same formula, charge and spin) = 576.7 kJ/mol
gap between HOMO and LUMO (alpha / beta) = 9.33 / 9.33 eV
DFT total energy = -8677.2401 eV
2S+1 = 1
largest force on an atom = 7.68 eV/A
LUMO level (alpha / beta) = -4.3 / -4.3 eV